Formula: C5H15N3
Source: the OMol25 dataset
Level of theory: ωB97M-V with the def2-TZVPD basis set

Properties
Orbital gap: 10.11 eV
Structure (SMILES): CNC[C@H](N)CCN
Energy relative to the best compared isomer or geometry (same formula, charge and spin): 118.9 kJ/mol
HOMO level: -9.14 eV

Atoms and positions in Å:
1 C -0.16 0.69 1.14
2 N -0.13 -2.30 -2.08
3 H 0.32 -2.13 -2.97
4 H -1.50 2.62 -0.64
5 N 1.19 0.38 1.64
6 H 0.62 0.54 -2.25
7 H 0.97 -1.29 3.02
8 H 1.54 -0.34 1.01
9 N -1.49 1.61 -0.74
10 H 1.18 -0.49 -0.88
11 H 0.45 1.98 -0.38
12 H -0.90 -0.11 1.28
13 H -0.50 1.54 1.71
14 H 0.63 -2.59 -1.49
15 H -1.53 -0.71 -2.16
16 H -1.15 -1.36 -0.59
17 C -0.71 -1.06 -1.54
18 C -0.15 1.11 -0.33
19 C 0.34 0.06 -1.32
20 H 0.37 0.21 3.61
21 C 1.16 -0.22 2.98
22 H 2.08 0.07 3.49
23 H -2.23 1.32 -0.10